1.
This record from OMol25 describes a structure of composition C6H10EuO3. The level of theory is the ωB97M-V functional and the def2-TZVPD basis.

Total charge = +2
2S+1 = 8
LUMO (alpha / beta) = -9.7 / -9.4 eV

Geometry (Å):
O 0.967 0.871 -1.453
Eu -0.663 -0.303 -4.499
O -0.271 -0.897 -1.986
C 0.448 -0.277 -1.204
O 0.378 -0.467 0.114
C -0.620 -1.383 0.654
H -0.155 -1.711 1.590
H -0.732 -2.199 -0.066
C -1.911 -0.670 0.893
C -3.048 -0.996 0.280
H -1.884 0.154 1.612
H -3.983 -0.486 0.518
H -3.073 -1.744 -0.516
C 1.349 1.529 0.008
C 2.569 1.141 0.807
H 1.525 2.516 -0.430
H 0.457 1.721 0.612
H 3.417 0.903 0.153
H 2.852 2.001 1.429
H 2.378 0.298 1.482

***

2.
This record from OMol25 describes a structure of composition C41H62ClGeIrN4O2P3. The level of theory is the ωB97M-V functional and the def2-TZVPD basis.

Total charge = +2
2S+1 = 6
LUMO (alpha / beta) = -4.3 / -7.6 eV

Geometry (Å):
Ir -0.495 -1.070 1.189
C -5.424 -1.197 0.419
C -4.129 -1.580 1.139
C -4.420 -2.043 2.572
P -2.775 -0.320 1.130
C -3.139 0.689 -0.391
N -2.007 1.421 -0.915
Ge 0.025 0.696 -0.585
N 1.709 2.110 -0.221
C 2.364 1.991 1.058
P 2.664 0.197 1.524
C 4.285 -0.267 0.722
C 5.554 0.310 1.348
C 4.302 0.016 -0.783
C 3.150 0.434 3.294
C 2.178 1.290 4.109
C 3.346 -0.949 3.919
C 2.189 2.798 -1.251
C 3.428 3.499 -1.288
C 3.885 4.018 -2.473
C 3.140 3.868 -3.646
C 1.887 3.250 -3.624
C 1.395 2.769 -2.438
N 0.058 2.236 -2.291
C -0.916 3.225 -1.918
C -0.802 4.563 -2.185
C -1.864 5.416 -1.873
C -3.050 4.918 -1.319
C -3.177 3.585 -1.029
C -2.087 2.694 -1.274
C -0.354 1.417 -3.437
C -0.943 1.960 -4.562
C -1.194 1.145 -5.656
C -0.828 -0.192 -5.592
C -0.265 -0.736 -4.446
C -0.043 0.059 -3.320
N 0.403 -0.373 -2.074
C 0.914 -1.723 -1.859
P 0.061 -2.622 -0.487
C 1.236 -3.951 0.067
C 2.439 -4.142 -0.860
C 1.694 -3.757 1.509
C -1.302 -3.559 -1.294
C -0.810 -4.576 -2.328
C -2.343 -2.640 -1.920
C -3.058 0.852 2.524
C -4.425 1.533 2.557
C -1.936 1.894 2.579
H -6.099 -2.054 0.440
H -5.281 -0.939 -0.630
H -5.940 -0.372 0.908
H -3.680 -2.425 0.608
H -4.950 -1.276 3.137
H -3.517 -2.323 3.109
H -5.069 -2.918 2.530
H -3.995 1.326 -0.181
H -3.454 -0.010 -1.169
H 1.638 2.317 1.810
H 3.258 2.604 1.171
H 4.302 -1.354 0.861
H 5.543 1.403 1.333
H 6.422 -0.010 0.769
H 5.711 -0.016 2.373
H 4.657 1.029 -0.968
H 3.332 -0.080 -1.268
H 4.997 -0.658 -1.286
H 4.108 0.958 3.275
H 1.152 0.939 4.017
H 2.224 2.344 3.833
H 2.460 1.233 5.162
H 2.390 -1.463 4.021
H 3.785 -0.849 4.913
H 4.010 -1.587 3.332
H 4.024 3.591 -0.393
H 4.836 4.531 -2.503
H 3.520 4.258 -4.580
H 1.304 3.170 -4.531
H 0.088 4.957 -2.655
H -1.776 6.472 -2.088
H -3.868 5.593 -1.109
H -4.090 3.224 -0.581
H -1.194 3.013 -4.591
H -1.654 1.551 -6.545
H -0.995 -0.835 -6.445
H -0.017 -1.788 -4.439
H 1.970 -1.696 -1.593
H 0.854 -2.316 -2.769
H 0.628 -4.859 0.029
H 3.134 -3.303 -0.781
H 2.166 -4.263 -1.909
H 2.984 -5.037 -0.559
H 2.265 -2.832 1.621
H 2.339 -4.588 1.798
H 0.858 -3.728 2.204
H -1.764 -4.101 -0.460
H -0.436 -4.081 -3.226
H -1.644 -5.206 -2.639
H -0.031 -5.235 -1.951
H -1.933 -2.087 -2.767
H -2.723 -1.924 -1.198
H -3.186 -3.227 -2.289
H -2.966 0.205 3.403
H -4.570 2.199 1.703
H -4.496 2.154 3.452
H -5.252 0.828 2.585
H -1.964 2.555 1.708
H -0.949 1.433 2.636
H -2.065 2.521 3.463
Cl 0.891 -3.753 5.199
C -0.241 -2.378 5.151
C -0.502 -2.036 3.705
O -1.278 -2.691 3.006
O 0.147 -1.037 3.205
H 0.227 -1.546 5.669
H -1.161 -2.677 5.645

***

3.
This record from OMol25 describes a cluster of 19 separate species, C96H113F10N9 in total. The level of theory is the ωB97M-V functional and the def2-TZVPD basis.

Total charge = 0
2S+1 = 1
LUMO = 0.4 eV

Geometry (Å):
C 2.945 -3.942 -3.270
C 4.294 -3.289 -3.806
C 4.083 -2.115 -4.774
C 3.061 -2.277 -5.841
N 2.277 -2.368 -6.669
H 2.363 -3.181 -2.750
H 3.147 -4.774 -2.596
H 2.305 -4.343 -4.056
H 4.920 -4.062 -4.253
H 4.897 -2.891 -2.990
H 5.019 -1.942 -5.305
H 3.735 -1.256 -4.200
C 0.349 2.799 7.112
C 1.465 3.345 6.257
C 2.178 2.257 5.407
C 1.418 1.670 4.340
N 0.856 1.059 3.477
H -0.015 3.552 7.811
H 0.608 1.940 7.731
H -0.530 2.461 6.564
H 2.148 4.016 6.778
H 1.052 4.016 5.504
H 2.726 1.461 5.911
H 2.900 2.762 4.766
C -0.872 0.257 -0.320
C 0.077 -0.814 0.265
C 1.552 -0.399 0.303
C 2.046 0.157 -1.013
N 2.423 0.550 -2.049
H -0.769 1.207 0.206
H -1.896 -0.055 -0.114
H -0.707 0.369 -1.391
H -0.119 -1.631 -0.429
H -0.257 -1.182 1.235
H 2.218 -1.198 0.626
H 1.740 0.389 1.032
C -1.226 -3.161 -2.380
C -0.386 -2.485 -3.479
C -1.314 -1.713 -4.516
C -2.430 -2.549 -5.020
N -3.328 -3.204 -5.448
H -0.690 -3.749 -1.635
H -1.888 -3.874 -2.873
H -1.766 -2.360 -1.876
H 0.244 -3.155 -4.065
H 0.256 -1.776 -2.956
H -0.598 -1.364 -5.260
H -1.738 -0.799 -4.102
C 7.666 -0.924 -0.153
C 6.397 -1.667 -0.610
C 5.413 -0.741 -1.371
C 5.924 -0.212 -2.627
N 6.374 0.153 -3.643
H 8.357 -0.599 -0.930
H 8.287 -1.520 0.516
H 7.373 -0.004 0.352
H 5.844 -2.060 0.243
H 6.666 -2.480 -1.285
H 5.093 0.035 -0.675
H 4.465 -1.218 -1.619
C 6.244 3.866 -3.276
C 6.587 5.300 -2.809
C 8.025 5.410 -2.221
C 8.368 4.504 -1.122
N 8.643 3.800 -0.244
H 6.337 3.074 -2.532
H 6.906 3.538 -4.077
H 5.241 3.782 -3.694
H 5.817 5.639 -2.116
H 6.437 5.897 -3.709
H 8.265 6.424 -1.903
H 8.760 5.255 -3.011
C 3.323 1.985 -6.724
C 2.424 1.231 -5.719
C 1.544 2.217 -4.974
C 2.212 3.451 -4.443
N 2.745 4.408 -4.013
H 2.763 2.387 -7.569
H 4.109 1.295 -7.030
H 3.875 2.793 -6.244
H 3.004 0.691 -4.971
H 1.765 0.523 -6.222
H 1.035 1.675 -4.177
H 0.773 2.532 -5.677
C 4.079 3.121 -0.556
C 4.470 4.004 0.572
C 5.277 3.184 1.594
C 4.600 1.962 2.030
N 4.083 0.961 2.357
H 3.573 3.667 -1.352
H 3.310 2.383 -0.327
H 4.870 2.481 -0.947
H 3.561 4.362 1.055
H 4.989 4.874 0.171
H 5.441 3.743 2.516
H 6.245 2.842 1.227
C 5.305 -5.277 3.032
C 4.143 -6.072 2.376
C 2.930 -5.192 2.121
C 3.036 -4.320 0.968
N 3.141 -3.565 0.071
H 5.779 -4.576 2.344
H 6.095 -5.971 3.316
H 4.983 -4.764 3.938
H 3.853 -6.851 3.082
H 4.423 -6.572 1.449
H 2.691 -4.580 2.990
H 2.096 -5.874 1.958
F -1.271 2.276 -3.012
C -2.278 2.712 -3.748
C -3.350 3.291 -3.087
C -4.540 3.603 -3.798
C -4.642 3.324 -5.149
C -3.563 2.725 -5.843
C -2.374 2.394 -5.152
H -3.238 3.564 -2.048
H -5.389 4.020 -3.277
H -5.529 3.552 -5.721
H -3.607 2.570 -6.911
H -1.603 1.842 -5.669
F -5.761 -7.841 0.129
C -5.609 -6.972 -0.948
C -4.914 -5.757 -0.834
C -4.829 -4.920 -1.980
C -5.370 -5.357 -3.152
C -5.940 -6.624 -3.288
C -6.035 -7.430 -2.210
H -4.578 -5.468 0.151
H -4.347 -3.954 -1.941
H -5.235 -4.750 -4.035
H -6.378 -6.947 -4.221
H -6.487 -8.404 -2.325
F -2.627 -6.247 2.181
C -2.033 -6.895 1.187
C -2.644 -7.992 0.552
C -2.146 -8.504 -0.613
C -0.984 -7.941 -1.196
C -0.347 -6.865 -0.526
C -0.875 -6.333 0.640
H -3.589 -8.354 0.929
H -2.721 -9.208 -1.197
H -0.610 -8.268 -2.155
H 0.533 -6.411 -0.956
H -0.441 -5.463 1.111
F -4.146 -0.548 -0.203
C -4.680 -0.694 -1.421
C -4.218 0.062 -2.467
C -4.741 -0.136 -3.746
C -5.704 -1.102 -3.937
C -6.187 -1.837 -2.889
C -5.693 -1.626 -1.611
H -3.568 0.918 -2.363
H -4.378 0.494 -4.545
H -6.049 -1.241 -4.951
H -7.002 -2.526 -3.053
H -6.032 -2.250 -0.797
F 1.017 6.886 1.916
C 0.807 5.811 1.094
C 0.664 6.076 -0.282
C 0.466 4.965 -1.130
C 0.466 3.683 -0.687
C 0.718 3.438 0.660
C 0.810 4.514 1.561
H 0.753 7.069 -0.698
H 0.502 5.173 -2.189
H 0.441 2.883 -1.413
H 0.791 2.413 0.995
H 1.100 4.240 2.565
F -1.085 8.542 6.191
C -1.705 7.630 5.449
C -3.068 7.751 5.240
C -3.784 6.751 4.560
C -3.138 5.562 4.142
C -1.755 5.506 4.241
C -1.012 6.572 4.846
H -3.575 8.550 5.761
H -4.845 6.904 4.434
H -3.758 4.817 3.666
H -1.253 4.669 3.778
H 0.066 6.542 4.891
F 4.941 -2.108 4.762
C 3.663 -2.379 5.052
C 3.305 -3.415 5.868
C 2.010 -3.890 5.914
C 0.992 -3.197 5.277
C 1.295 -2.016 4.562
C 2.633 -1.677 4.411
H 4.163 -3.837 6.370
H 1.850 -4.796 6.481
H -0.047 -3.467 5.395
H 0.535 -1.446 4.048
H 2.844 -0.873 3.721
F -2.226 -3.653 4.088
C -3.495 -3.428 3.816
C -4.288 -2.862 4.805
C -5.660 -2.657 4.581
C -6.140 -2.849 3.292
C -5.303 -3.251 2.282
C -3.975 -3.609 2.513
H -3.863 -2.615 5.767
H -6.363 -2.367 5.347
H -7.165 -2.582 3.084
H -5.669 -3.331 1.269
H -3.328 -4.000 1.741
F -2.737 6.089 -0.915
C -3.792 5.412 -0.367
C -5.093 5.597 -0.852
C -6.080 4.748 -0.352
C -5.818 3.764 0.668
C -4.512 3.667 1.156
C -3.515 4.464 0.655
H -5.299 6.329 -1.619
H -7.055 4.978 -0.755
H -6.557 3.044 0.989
H -4.282 2.880 1.858
H -2.478 4.340 0.931
F -6.831 1.214 3.220
C -5.541 0.927 3.460
C -4.881 1.530 4.506
C -3.464 1.333 4.636
C -2.780 0.512 3.767
C -3.482 -0.130 2.719
C -4.816 0.160 2.517
H -5.444 2.161 5.177
H -2.878 1.759 5.437
H -1.711 0.381 3.842
H -2.938 -0.794 2.065
H -5.407 -0.262 1.718

***

We obtain relative energy (zero: lowest compared OMol25 entry of this formula, charge and spin) values of 0.000, 0.358, 0.000 eV for the records listed above, in that order.
We obtain largest force on an atom values of 0.0871, 0.0175, 0.1240 Eh/bohr for the records listed above, in that order.